{
  "formula": "C4H5KNaO",
  "method": "ωB97M-V/def2-TZVPD",
  "symbols": ["C", "C", "H", "C", "C", "O", "Na", "H", "H", "H", "H", "K"],
  "xyz": [[-2.35763, -0.93642, 0.37611], [-2.76228, -1.32239, -0.72862], [-3.14663, -1.64379, -1.68332], [0.34647, 0.87341, -0.82648], [1.20967, 0.87351, 0.37315], [1.44598, -0.14555, 1.03357], [-0.21537, -1.92151, 0.62951], [0.45184, 1.79930, -1.40031], [0.57137, 0.00436, -1.46091], [-0.67134, 0.86639, -0.34967], [1.66112, 1.83256, 0.68695], [3.46679, -0.27988, 3.35000]],
  "forces_ev_per_a": [[0.40, -0.34, -0.64], [0.42, 0.04, 0.37], [-0.02, 0.17, 0.38], [0.03, 0.53, 0.51], [0.43, -0.58, -0.05], [0.15, 0.56, -0.05], [-0.67, 0.20, -0.10], [0.00, -0.20, 0.12], [-0.55, 0.16, 0.29], [0.20, -0.45, -0.78], [-0.18, -0.11, 0.11], [-0.20, 0.04, -0.17]],
  "lowdin_charge": [-0.2815, -0.2028, -0.0239, -0.0385, -0.2584, -0.1097, 0.5296, 0.0953, 0.1033, 0.0852, 0.1329, 0.9684],
  "lumo_ha": -0.168,
  "orbital_gap_ev": 6.03,
  "total_charge": 1,
  "e_homo_ev": -10.589
}

{
  "formula": "C4H14N2O2",
  "method": "ωB97M-V/def2-TZVPD",
  "symbols": ["C", "O", "C", "C", "C", "N", "N", "H", "H", "H", "H", "H", "H", "H", "H", "H", "H", "H", "H", "H", "H", "O"],
  "xyz": [[-1.41409, -0.07405, 1.71459], [-2.57666, -0.79944, 1.81515], [-0.29222, -0.94854, 1.05751], [0.67506, 0.28488, 0.73212], [0.18115, 1.15644, -0.50993], [1.34070, 1.78622, -1.17836], [-0.77314, -1.73393, -0.01112], [-1.16121, 0.30276, 2.80688], [-1.70648, 0.77215, 1.04926], [0.25982, -1.61891, 1.72226], [0.74056, 0.98145, 1.47595], [1.60404, -0.07553, 0.48507], [-0.41193, 0.49050, -1.24050], [-0.61282, 1.88420, -0.16068], [1.66763, 1.33181, -1.96143], [2.04443, 1.91817, -0.52616], [-2.78807, -0.85790, 2.82819], [-0.90243, -1.12237, -0.81935], [-1.64890, -2.06473, 0.30863], [1.52322, -0.18578, -3.74958], [2.44532, -1.05963, -2.95866], [1.80600, -0.36776, -2.87982]],
  "forces_ev_per_a": [[0.78, 0.42, 1.58], [-2.77, -1.51, 3.86], [1.19, 3.80, 1.74], [-2.91, -1.69, -3.64], [-0.50, -1.18, -0.39], [-3.44, 1.44, 1.16], [0.95, 0.54, -1.48], [0.18, -0.35, -2.35], [0.85, -0.31, 0.53], [-0.37, 0.28, 0.56], [0.19, 1.28, 2.61], [2.38, -0.77, -0.59], [1.21, 1.11, 0.74], [1.21, -0.36, -0.44], [0.64, -1.36, -1.50], [1.62, 0.37, 1.20], [0.29, -0.15, -3.20], [-0.30, -0.60, 0.14], [-1.23, -0.61, -0.13], [-0.54, 0.28, -1.63], [0.60, -0.68, -0.02], [-0.03, 0.05, 1.27]],
  "lowdin_charge": [-0.2830, -0.1138, -0.3715, -0.1304, -0.2454, 0.0076, 0.0540, 0.1566, 0.1096, 0.1305, 0.0699, 0.0727, 0.1072, 0.0991, -0.0151, 0.0314, 0.1479, 0.0597, 0.0525, 0.0308, 0.0443, -0.0145],
  "lumo_ha": 0.025,
  "orbital_gap_ev": 9.19,
  "total_charge": 0,
  "e_homo_ev": -8.507
}

{
  "formula": "C2H4NO",
  "method": "ωB97M-V/def2-TZVPD",
  "symbols": ["C", "C", "N", "O", "H", "H", "H", "H"],
  "xyz": [[-0.32054, 1.21454, -0.49941], [0.42930, -1.36281, 0.34146], [-0.09786, -0.17162, 0.09098], [-1.26268, 0.48857, 0.25944], [-0.36371, 1.47116, -1.55802], [0.18024, 1.83237, 0.10049], [1.45526, -1.53730, 0.13410], [-0.02002, -1.93490, 1.13097]],
  "forces_ev_per_a": [[0.25, -3.63, -0.70], [-1.94, 4.18, 0.96], [1.65, -1.20, -1.66], [-1.23, -0.95, 0.42], [-0.57, -0.86, 0.04], [1.95, 2.93, 2.04], [0.69, 0.09, -0.89], [-0.79, -0.56, -0.21]],
  "lowdin_charge": [0.1205, 0.2755, -0.0147, 0.1180, 0.1631, 0.0950, 0.1161, 0.1265],
  "lumo_ha": -0.216,
  "orbital_gap_ev": 11.46,
  "total_charge": 1,
  "e_homo_ev": -17.346
}

{
  "formula": "C32H64O14",
  "method": "ωB97M-V/def2-TZVPD",
  "symbols": ["O", "C", "O", "C", "C", "C", "H", "H", "H", "H", "H", "H", "H", "H", "O", "C", "O", "C", "C", "C", "H", "H", "H", "H", "H", "H", "H", "H", "O", "C", "O", "C", "C", "C", "H", "H", "H", "H", "H", "H", "H", "H", "O", "C", "O", "C", "C", "C", "H", "H", "H", "H", "H", "H", "H", "H", "O", "C", "O", "C", "C", "C", "H", "H", "H", "H", "H", "H", "H", "H", "C", "C", "O", "C", "H", "H", "H", "H", "H", "H", "C", "C", "O", "C", "H", "H", "H", "H", "H", "H", "C", "C", "O", "C", "H", "H", "H", "H", "H", "H", "C", "C", "O", "C", "H", "H", "H", "H", "H", "H"],
  "xyz": [[36.96163, -44.13520, -41.17759], [36.43320, -43.07919, -40.84088], [37.06477, -41.85449, -40.69173], [38.47712, -41.87161, -40.82206], [39.04446, -40.48133, -40.57810], [34.93731, -43.02251, -40.45234], [38.53825, -42.31814, -41.77359], [38.83703, -42.54497, -40.15442], [39.89929, -40.45882, -40.15339], [38.42991, -39.92235, -39.85726], [39.00667, -39.90954, -41.58431], [34.67004, -42.30798, -41.14198], [34.65015, -42.60244, -39.57734], [34.87925, -43.91583, -40.58388], [31.34830, -40.44736, -44.10866], [32.10163, -40.89923, -43.19676], [32.69916, -42.09873, -43.10899], [32.57005, -43.10890, -44.15863], [33.00114, -44.33597, -43.50260], [32.26422, -39.99613, -41.92310], [33.02460, -42.95938, -45.04403], [31.50365, -43.15565, -44.19003], [32.67851, -45.30036, -43.97998], [32.57019, -44.28106, -42.56519], [34.09675, -44.33354, -43.05665], [31.60240, -40.03031, -41.05649], [32.09293, -38.84896, -42.19057], [33.15574, -39.97358, -41.72488], [34.05503, -40.07352, -38.96975], [34.82476, -39.68226, -38.14921], [34.83482, -40.22381, -36.88080], [33.97917, -41.36150, -36.51381], [34.49039, -41.67543, -35.12802], [35.66431, -38.45773, -38.17171], [34.18224, -42.22790, -37.04829], [33.08051, -41.24794, -36.47633], [34.34226, -40.71588, -34.55269], [35.50195, -41.71323, -35.17879], [33.95932, -42.39938, -34.76056], [35.51585, -38.22870, -39.11198], [36.74738, -38.49255, -38.12312], [35.46133, -37.41963, -37.62022], [44.66967, -43.05587, -39.43385], [43.68456, -43.78796, -39.43726], [42.43160, -43.43459, -38.89641], [42.29352, -42.26971, -38.07038], [40.89361, -42.11364, -37.71336], [43.60897, -44.98351, -40.42139], [42.60358, -41.47257, -38.60632], [42.90980, -42.33347, -37.06429], [40.22722, -42.11335, -38.45480], [40.63620, -41.13769, -37.17560], [40.58176, -42.80180, -36.95823], [44.35260, -44.94911, -41.34362], [42.70782, -45.02124, -40.99414], [43.55889, -45.86174, -39.97798], [43.87312, -39.49327, -42.54957], [43.95233, -40.68520, -42.44359], [42.91212, -41.53728, -42.34151], [41.56566, -41.05269, -42.24452], [40.65830, -42.24640, -42.27867], [45.24758, -41.44673, -42.64728], [41.44888, -40.44513, -43.10693], [41.49162, -40.28879, -41.34144], [41.02946, -42.93144, -43.11321], [39.68077, -41.77851, -42.59196], [40.67941, -42.62588, -41.22096], [45.36008, -41.90335, -43.62654], [45.52734, -42.08250, -41.85339], [45.90488, -40.69283, -42.87656], [31.39607, -42.68402, -39.53502], [29.93054, -42.99455, -39.88027], [29.06671, -42.06931, -39.78508], [29.59841, -44.42748, -40.32648], [32.06110, -42.85301, -40.25132], [31.83345, -43.33579, -38.85834], [31.57619, -41.45409, -39.06378], [28.80618, -44.84411, -39.94975], [30.36112, -45.14415, -39.88738], [29.53352, -44.30373, -41.38093], [36.48904, -40.39599, -43.46690], [36.40125, -38.86860, -43.61930], [37.37664, -38.18432, -44.16409], [35.01212, -38.22598, -43.34678], [36.14324, -40.66699, -42.44373], [37.49175, -40.65598, -43.56964], [35.77649, -40.89583, -44.28134], [35.08611, -37.17903, -43.49958], [34.94647, -38.35207, -42.16980], [34.51462, -38.72205, -44.08082], [39.16622, -47.31946, -40.66325], [39.76681, -45.89302, -40.58388], [39.68779, -45.30650, -39.38367], [40.30996, -45.16503, -41.81188], [38.76600, -47.63293, -39.74828], [40.04507, -47.83040, -41.21617], [38.20979, -47.18607, -41.20578], [39.84226, -45.57069, -42.60463], [41.32496, -45.47139, -41.85050], [40.04009, -44.14492, -41.68455], [34.60349, -47.12877, -39.52255], [34.50498, -48.48813, -40.16052], [35.51229, -49.19244, -40.40209], [33.09099, -49.19345, -40.13762], [34.23392, -47.01854, -38.51908], [34.14317, -46.47850, -40.10043], [35.58431, -46.91507, -39.55995], [32.69298, -49.39045, -39.13242], [33.31823, -49.89852, -40.54084], [32.45755, -48.61368, -40.96448]],
  "forces_ev_per_a": [[-0.45, 2.22, 0.17], [1.18, 0.30, 1.74], [-2.15, -1.16, 0.79], [-1.97, 1.54, -0.54], [-6.82, 0.95, -4.33], [5.00, 7.84, -0.69], [0.57, -0.04, -0.63], [1.22, -2.18, 2.16], [6.17, -0.21, 2.31], [-0.40, -0.30, -0.37], [0.35, -0.54, 1.78], [-1.91, 0.94, -2.24], [-0.21, 0.90, 3.13], [-3.11, -10.39, -1.60], [3.02, -2.62, 2.17], [-3.93, 2.87, -0.98], [0.97, 1.36, -0.38], [-2.45, 0.25, 3.28], [3.05, -2.12, 1.00], [-8.59, 2.49, -3.77], [1.49, 1.46, -2.90], [-0.82, -0.21, -1.25], [0.69, 1.05, 0.23], [-1.67, -0.41, 2.02], [-1.54, -0.17, -1.94], [0.05, -1.20, -0.26], [0.06, -2.46, -0.29], [9.66, -0.31, 3.08], [0.12, -0.12, -1.31], [-1.11, -0.51, 4.29], [-0.43, -0.29, -0.93], [11.03, -0.42, 1.03], [-0.39, 6.57, -1.42], [1.13, 2.12, 2.90], [0.58, -1.28, -1.91], [-10.44, 2.44, -0.19], [-0.23, -1.06, -0.09], [3.05, -1.14, 0.07], [-2.43, -4.40, 2.54], [-0.54, 1.90, -5.11], [0.14, -1.00, 0.53], [-0.46, -2.85, -0.46], [-1.86, -1.34, 0.98], [-0.02, 2.29, -1.95], [1.84, -1.55, -0.39], [1.68, -2.13, 2.90], [-0.21, 1.80, 4.29], [0.98, 3.99, -3.26], [1.47, 2.68, -1.69], [-0.80, -0.07, -2.18], [-2.39, -0.46, -3.32], [1.04, -0.79, -0.72], [-0.24, -0.98, 0.20], [-0.76, 0.12, 2.66], [-0.89, 0.85, 0.23], [0.57, -4.23, 2.37], [-0.50, 0.20, 0.49], [0.04, -1.09, -1.28], [0.47, -0.37, 0.82], [1.45, 1.96, 1.09], [0.75, 1.50, -0.77], [-1.28, 0.24, -0.92], [-0.46, 0.75, -0.88], [0.07, -1.92, -1.67], [-0.49, 0.70, 1.50], [1.64, -1.12, 0.09], [-0.26, -0.16, -1.45], [-1.07, -0.96, -0.03], [0.31, -0.67, 0.82], [2.18, 2.01, 0.65], [-2.90, 5.07, 3.12], [-2.00, 3.05, 1.30], [2.79, -3.48, -0.55], [5.53, 2.12, 0.19], [2.44, -0.09, -4.10], [0.08, -1.43, 2.21], [-0.74, -4.00, -1.66], [-5.26, -1.39, 1.92], [-0.09, 0.91, -1.38], [0.21, -0.75, -1.06], [-3.03, 0.85, -0.35], [3.48, 2.98, -3.14], [-4.33, -3.33, 2.89], [4.60, 0.19, 4.29], [0.05, 0.03, -0.82], [1.61, -0.77, -0.48], [1.61, 0.98, 1.76], [-0.03, 0.87, -0.47], [-1.07, -0.34, -2.53], [-2.92, -1.44, -1.24], [1.79, 2.37, -2.73], [-1.95, 2.08, 6.71], [0.81, -2.38, -6.25], [-0.63, -0.99, 3.87], [0.63, -0.84, 1.66], [-2.11, -0.34, 0.90], [0.79, -0.36, -0.84], [-1.65, -1.29, -3.04], [1.02, 0.49, -0.34], [0.45, 0.08, -0.02], [0.04, -3.37, 1.04], [0.75, -2.87, 2.36], [-2.65, 2.29, -0.03], [-3.30, 15.76, 4.82], [-0.35, -0.53, 0.42], [-2.52, 3.32, -2.75], [3.60, 1.09, 0.23], [-0.09, 0.68, -0.51], [3.98, -15.36, -7.98], [0.59, -0.95, 2.38]],
  "lowdin_charge": [0.1015, -0.4083, -0.0360, -0.2631, -0.0177, 0.0783, 0.0664, 0.0795, -0.0220, 0.0952, 0.1311, 0.0668, 0.0493, -0.0270, 0.0420, -0.4265, -0.0316, -0.1929, -0.0781, 0.0292, 0.0936, 0.1247, 0.1100, 0.0266, 0.1230, 0.0814, 0.1394, -0.0762, 0.1172, -0.4967, -0.0084, -0.1645, -0.0262, 0.0242, 0.1040, 0.0294, 0.1164, 0.0530, 0.0261, 0.0031, 0.0826, 0.1570, 0.0750, -0.4028, -0.0317, -0.2355, -0.0741, 0.0365, 0.0777, 0.1723, 0.0043, 0.1219, 0.0815, 0.1448, 0.0198, 0.0222, 0.1168, -0.5184, -0.0284, -0.2258, -0.0929, 0.0333, 0.1111, 0.1572, 0.1341, 0.0803, 0.0932, 0.0942, 0.0627, 0.0509, -0.0260, -0.3917, 0.0154, 0.0036, -0.0124, 0.0396, 0.1829, 0.0102, 0.1064, 0.0826, -0.0169, -0.3884, -0.0217, -0.0073, 0.0717, 0.0377, 0.1415, 0.0642, 0.1329, 0.0453, -0.0154, -0.3458, -0.0508, -0.0169, 0.0504, 0.1196, 0.0865, 0.0540, 0.0647, 0.0227, 0.0013, -0.3752, 0.0461, 0.0290, 0.1019, 0.0222, 0.0397, 0.1058, -0.1084, 0.1430],
  "lumo_ha": 0.004,
  "orbital_gap_ev": 9.48,
  "total_charge": 0,
  "e_homo_ev": -9.379
}

The records above give, respectively, ΔE to the lowest compared entry with this formula, charge and spin values of 0.000; 2.445; 3.106; 16.563 eV.
The records above give, respectively, largest force on an atom values of 0.9; 5.0; 4.7; 17.8 eV Å⁻¹.
The records above give, respectively, E values of -27009.6612; -11448.2455; -5664.2263; -62870.0801 eV.